No. 1
Molecular formula: C27H44F5IO8S2
Method: DFT, ωB97M-V/def2-TZVPD

E_LUMO = 0.450 eV
Kohn-Sham gap = 9.92 eV
E = -3250.5382 a.u.
structure (SMILES) = CC[C@H](F)[C@@]1(C(F)(F)C(F)F)C(=O)O[C@@H](CCCCCOC(C)=O)[C@@H]1C[C@@H](C)I.O=S1(=O)CCCC1.O=S1(=O)CCCC1

Geometry as ORCA input:
```
! wB97M-V def2-TZVPD RIJCOSX def2/J DEFGRID3
* xyz 0 1
I 1.9018 1.1897 -2.7999
S -5.8453 -6.4761 -1.2210
S -3.6457 -2.4996 2.6637
F 6.5489 4.2893 -1.7478
F 6.3335 6.9731 -1.8367
F 4.5691 5.1353 -2.1777
F 6.9839 6.2117 0.1028
F 2.6754 4.1001 0.9796
O 6.9022 3.6057 1.1178
O -1.2691 1.9441 -0.3518
O -3.2152 -2.6110 4.0346
O -2.7819 -1.8645 1.6965
O -6.9024 -5.5047 -1.3402
O 5.0676 2.3608 1.4660
O -4.6200 -6.1252 -0.5427
O -1.7015 4.1365 -0.3582
C 4.8176 3.9775 -0.1523
C 4.7191 2.1694 -2.0551
C 4.3965 -0.4308 -2.1496
C 5.4815 4.8915 -1.1842
C 1.7830 1.3643 1.0030
C 5.7766 3.3496 0.8591
C 4.0353 0.9564 -2.7019
C 4.3529 1.6527 0.4174
C 5.9367 6.2987 -0.7367
C -5.6701 -4.0115 1.8240
C -5.4293 -7.1603 -2.8216
C -1.1287 1.9742 1.0840
C -6.4069 -9.0512 -1.6233
C 3.7987 4.8422 0.6620
C -1.3116 3.0066 -2.4427
C 3.2122 0.8146 0.9827
C -4.1567 -4.1030 2.0298
C -5.2518 -8.6506 -2.5518
C -5.2592 -1.7253 2.5772
C -6.0048 -2.5439 1.5284
C 3.4074 6.5461 2.4689
C -1.4575 3.1261 -0.9519
C 4.1361 2.6784 -0.7317
C 0.7409 0.2501 0.9174
C 4.3259 5.4394 1.9545
C -0.6108 0.6252 1.5207
C -6.4804 -8.0027 -0.5073
H -0.3332 2.5917 -2.6886
H -5.6530 -2.2774 0.5297
H -4.2945 -8.8258 -2.0569
H 5.0902 0.9452 0.0320
H 4.3705 4.6275 2.6851
H 5.1339 6.8674 -0.2625
H 5.7657 1.8747 -1.9054
H -0.5304 0.6321 2.6128
H -3.6303 -4.2644 1.0907
H 4.7239 2.9717 -2.7873
H -5.7131 -1.8190 3.5637
H -2.0986 2.1886 1.5380
H -5.8343 -8.2485 0.3333
H 5.3049 -0.3830 -1.5477
H -7.4915 -7.8130 -0.1559
H 3.4413 5.6408 0.0024
H 5.3417 5.8160 1.8183
H 3.5990 -0.8790 -1.5605
H -5.1226 -0.6766 2.3244
H -4.5378 -6.6559 -3.1862
H 4.5991 -1.1122 -2.9767
H -6.1895 -4.3277 2.7318
H -1.3432 -0.1418 1.2642
H -7.0768 -2.3560 1.5657
H 3.2223 -0.1489 0.4669
H -7.3423 -9.0583 -2.1857
H -1.4260 3.9922 -2.8869
H -6.2717 -6.9649 -3.4850
H 2.3616 6.2432 2.4126
H -0.4578 2.7957 1.3438
H -6.2652 -10.0480 -1.2090
H 1.6252 1.9109 1.9377
H 1.1152 -0.6277 1.4565
H 3.5376 7.4693 1.8986
H 3.6354 6.7777 3.5096
H 0.6138 -0.0634 -0.1227
H 4.3195 0.9836 -3.7507
H -5.9785 -4.6606 1.0108
H 1.6276 2.0775 0.1945
H -2.0724 2.3342 -2.8410
H 3.5039 0.6025 2.0161
H -5.2594 -9.2226 -3.4782
H -3.8600 -4.8573 2.7541
H 3.0959 2.9409 -0.9103
*
```

Atomic partial charges in e from the Mulliken method, atoms 1 to 4: atom 1 (I): 0.121, atom 2 (S): 1.136, atom 3 (S): 1.157, atom 4 (F): -0.352

No. 2
Molecular formula: C27H44GaO22
Method: DFT, ωB97M-V/def2-TZVPD

E_LUMO = 1.603 eV
Kohn-Sham gap = 5.62 eV
E = -4635.3115 a.u.

Geometry as ORCA input:
```
! wB97M-V def2-TZVPD RIJCOSX def2/J DEFGRID3
* xyz -1 1
Ga 0.6793 1.8290 -0.8716
O -5.0032 5.6607 5.4347
O -8.8597 -8.7323 -5.0146
O -7.2022 5.4498 5.8822
O -8.3581 -7.5837 -3.1721
O -6.3923 4.9846 3.8312
O -10.1409 -8.9635 -3.1739
O -2.4893 -2.5873 -1.1591
O -3.2979 -2.1845 0.9119
O 5.7981 4.7481 -0.1824
O -4.7001 -2.6056 -0.8001
O 8.5656 0.3552 0.1799
O -1.1404 5.7294 4.0224
O -4.4663 -5.5337 -0.9407
O -5.0386 -7.4898 -1.8533
O -1.0363 4.1980 2.3686
O 10.3928 0.3785 -1.1444
O 6.8797 4.4234 -2.1009
O -4.4769 -5.7738 -3.1876
O 10.2375 1.8229 0.5487
O 0.4471 4.1575 4.0711
O 6.4439 6.5235 -1.4093
O 3.5667 1.2206 -1.0407
C 5.1423 0.0818 0.3803
C -4.9129 -7.7343 -0.4473
C -3.0870 -3.1107 -2.3483
C 11.5733 1.9360 0.0558
C -3.4712 -2.4297 -0.2370
C -0.5256 5.8254 5.3086
C 6.3728 5.3443 -1.2431
C -4.9852 -6.3384 0.1276
C -6.2884 5.3717 5.1230
C -4.1698 5.2355 4.3441
C 5.7197 3.3308 -0.4474
C -0.6556 0.3598 -0.3518
C 11.4649 1.3075 -1.3174
C -4.6427 -6.2189 -2.0938
C 2.3642 1.1290 -1.8454
C 1.2935 2.8069 0.8216
C -7.2477 -7.4070 -4.0627
C 9.6253 0.8031 -0.1072
C 0.7813 5.0900 5.0962
C -0.6129 4.6406 3.3793
C 3.7385 0.0949 -0.2363
C -5.1363 5.2361 3.1825
C 6.8261 3.1428 -1.4569
C -7.8418 -7.7995 -5.3971
C -9.2117 -8.4742 -3.7307
C -0.0242 -0.9311 0.2326
C -4.5267 -2.6738 -2.2160
H -1.2374 0.0709 -1.2306
H 12.2409 1.3808 0.7178
H 5.8756 2.7630 0.4636
H -3.9510 -8.2148 -0.2615
H -6.4406 -8.0669 -3.7526
H -1.1663 5.3341 6.0454
H 12.3696 0.7899 -1.6265
H -5.1874 6.2050 2.6830
H -5.7121 -8.3846 -0.1020
H 1.5756 5.7449 4.7324
H -0.0821 2.8630 -1.8599
H -0.3935 6.8678 5.5891
H -6.0069 -6.0196 0.3376
H -4.3804 -6.2120 1.0211
H 4.7388 3.0885 -0.8509
H 3.0068 0.0819 0.5843
H 5.8348 0.5110 -0.3394
H 1.1081 3.8769 0.7282
H 1.1277 4.5671 5.9844
H 2.2120 0.0971 -2.1866
H -1.3400 0.7695 0.3918
H 2.5306 1.7451 -2.7292
H 11.1841 2.0300 -2.0860
H 3.5837 -0.8306 -0.8046
H -0.4850 -1.8159 -0.2050
H 6.6132 2.3563 -2.1762
H 1.0400 -1.0054 -0.0083
H -8.3101 -6.9586 -5.9120
H -4.7010 -1.6830 -2.6412
H 5.4121 -0.9628 0.5293
H 2.3667 2.6506 0.9772
H -0.1393 -0.9865 1.3141
H -2.6083 -2.7019 -3.2354
H -3.3364 5.9147 4.2053
H 5.1691 0.6070 1.3314
H 0.7721 2.4709 1.7164
H -7.1247 -8.2707 -6.0638
H -6.8947 -6.3803 -4.0383
H 7.7945 2.9495 -0.9872
H -2.9770 -4.1887 -2.3500
H -4.9224 4.4664 2.4465
H -5.2250 -3.3805 -2.6561
H -3.7858 4.2369 4.5616
H 11.8808 2.9783 0.0295
*
```

Atomic partial charges in e from the Mulliken method, atoms 1 to 4: atom 1 (Ga): 0.061, atom 2 (O): -0.347, atom 3 (O): -0.333, atom 4 (O): -0.547

E of number 2 (C27H44GaO22)? -4635.3115 a.u.

E_LUMO of number 2 (C27H44GaO22)? 1.603 eV

Look up the Kohn-Sham gap of the first one. 9.92 eV

Which of these has the highest E? C27H44F5IO8S2